(1)
The following is a DFT calculation (ωB97M-V/def2-TZVPD) of a structure of composition C2H3O3Sn at a distorted geometry.

The geometry in XYZ format:
```
9
Properties=species:S:1:pos:R:3:nbo_charge:R:1
O -1.722 0.297 0.016 -0.731
C -2.659 -0.482 -0.012 0.405
H -3.691 -0.103 0.045 0.195
H -2.495 -1.570 -0.096 0.173
O 3.341 -0.401 -0.020 -0.553
C 2.104 -0.318 -0.014 0.239
O 1.907 1.095 -0.012 -0.881
Sn 0.154 0.225 0.111 1.568
H 3.062 1.257 -0.018 0.586
```

Summary:
* HOMO energy (alpha / beta): -0.45920 / -0.45773 hartree
* charge: +1
* LUMO (alpha / beta): -6.32 / -6.32 eV
* orbital gap (alpha / beta): 6.2 / 6.1 eV

---

(2)
The following is a DFT calculation (ωB97M-V/def2-TZVPD) of a cluster of 2 separate species, C2H3BrF2 in total at a distorted geometry.

The geometry in XYZ format:
```
8
Properties=species:S:1:pos:R:3:nbo_charge:R:1
C -0.980 -0.798 -0.566 -0.509
C 0.975 0.662 0.268 0.635
F 1.146 1.780 -0.439 -0.335
F 2.042 -0.036 0.239 -0.312
Br 0.282 1.015 2.070 -0.027
H -1.837 -0.469 0.059 0.180
H -1.145 -0.630 -1.578 0.187
H -0.484 -1.523 -0.052 0.180
```

Summary:
* HOMO energy (alpha / beta): -0.33251 / -0.33510 hartree
* LUMO (alpha / beta): -0.11 / -0.42 eV
* orbital gap (alpha / beta): 8.9 / 8.7 eV

---

(3)
The following is a DFT calculation (ωB97M-V/def2-TZVPD) of a cluster of 8 separate species, C36H54N8O13 in total at a distorted geometry.

The geometry in XYZ format:
```
111
Properties=species:S:1:pos:R:3:mulliken_charge:R:1
C -2.932 -0.418 4.568 -2.008
C -3.095 -0.041 3.077 1.976
C -4.268 -0.754 2.312 -1.479
C -4.592 -0.094 0.932 -0.129
C -5.070 1.397 1.156 -1.496
C -3.993 2.138 1.886 0.742
N -3.211 1.468 3.000 0.953
O -2.739 2.169 3.821 -0.371
C -4.648 3.502 2.286 -1.562
C -2.737 2.544 0.786 -1.473
C -1.715 -0.445 2.328 -1.074
H -3.664 -0.006 5.117 0.508
H -2.059 -0.258 5.007 0.481
H -3.049 -1.525 4.394 0.450
H -5.074 -1.208 2.994 0.332
H -3.937 -1.628 1.946 0.630
H -5.569 -0.568 0.230 0.304
H -3.784 -0.078 0.237 0.015
H -5.871 1.323 1.789 0.517
H -5.473 1.665 0.237 0.655
H -5.297 3.368 3.078 0.615
H -5.068 3.893 1.341 0.368
H -3.795 4.181 2.886 0.257
H -2.311 1.769 0.400 0.459
H -1.895 3.022 1.509 0.317
H -3.418 3.083 0.166 0.541
H -1.841 -0.129 1.363 -0.182
H -1.276 -1.437 2.430 0.413
H -1.005 0.377 2.767 0.126
N 0.905 0.345 0.350 0.508
O 1.047 -0.878 0.768 -0.410
O 1.058 1.287 1.132 -0.632
O 0.526 0.535 -0.879 -0.356
C -2.170 5.402 -3.089 -0.333
C -1.735 4.108 -2.363 -0.433
C -1.645 2.756 -3.186 0.208
C -2.020 2.840 -4.727 -0.167
C -2.082 4.377 -5.394 -0.575
C -2.225 5.562 -4.474 -0.319
N -2.061 1.672 -5.601 0.860
O -1.797 0.528 -5.086 -0.442
O -2.447 1.728 -6.789 -0.571
H -2.344 6.311 -2.335 0.228
H -1.476 4.043 -1.252 0.427
H -1.209 1.835 -2.676 0.378
H -2.159 4.258 -6.428 0.512
H -2.475 6.703 -4.820 0.217
C -1.538 -2.107 -0.954 -0.598
C -1.549 -1.592 -2.363 0.261
C -2.539 -2.302 -3.344 -0.848
C -3.656 -3.110 -2.785 -0.166
C -3.749 -3.544 -1.285 -0.802
C -2.538 -2.908 -0.423 -0.546
N -4.735 -3.715 -3.535 0.931
O -5.504 -4.541 -3.051 -0.615
O -4.691 -3.620 -4.733 -0.572
H -0.943 -1.544 -0.211 0.199
H -0.971 -0.728 -2.663 0.694
H -2.556 -1.823 -4.311 0.607
H -4.390 -4.318 -1.017 0.570
H -2.407 -3.312 0.523 0.734
C 4.588 -0.823 0.396 -0.261
C 4.109 0.369 -0.440 0.142
C 4.724 0.504 -1.934 -0.574
C 6.074 -0.294 -2.354 -0.098
C 6.418 -1.486 -1.441 -1.188
C 5.710 -1.616 -0.078 -1.091
N 6.757 -0.186 -3.780 0.967
O 7.756 -0.775 -3.906 -0.570
O 6.082 0.317 -4.641 -0.562
H 4.312 -1.201 1.307 1.039
H 3.150 0.889 -0.071 0.109
H 4.211 0.991 -2.874 0.342
H 7.088 -2.004 -1.627 1.080
H 5.992 -2.416 0.432 0.681
C 1.214 -0.373 4.373 -0.827
O 0.791 0.455 5.211 -0.786
N 0.954 -1.665 4.555 0.363
C 1.473 -2.581 3.624 -1.445
C 0.303 -2.302 5.635 -0.909
H 1.585 -0.120 3.526 1.268
H 0.804 -2.658 2.922 0.480
H 1.538 -3.536 3.929 0.693
H 2.332 -2.114 3.139 0.285
H -0.191 -1.633 6.414 0.250
H 1.295 -2.984 5.836 0.392
H -0.500 -2.866 5.193 0.293
C 1.468 -0.519 -4.145 0.367
O 1.010 0.091 -5.214 -0.702
N 1.473 -1.840 -3.982 0.236
C 2.067 -2.416 -2.734 -0.531
C 0.642 -2.743 -4.824 -1.131
H 2.066 0.093 -3.397 0.071
H 3.052 -2.438 -3.042 0.558
H 1.662 -3.429 -2.553 0.236
H 1.829 -1.665 -2.111 -0.174
H -0.034 -2.163 -5.530 0.280
H 0.024 -3.462 -4.415 0.440
H 1.130 -3.421 -5.554 0.383
C 5.136 -0.122 3.964 -0.471
O 5.953 -1.051 4.112 -0.701
N 5.229 0.857 3.207 0.289
C 4.325 1.879 2.918 -0.837
C 6.617 1.058 2.441 -0.885
H 4.376 -0.111 4.577 0.895
H 4.716 2.940 2.763 0.248
H 3.483 2.172 3.753 0.309
H 3.471 1.648 2.351 0.281
H 6.785 1.994 1.964 0.378
H 6.900 0.265 1.794 0.277
H 7.484 0.879 3.264 0.275
```

Summary:
* HOMO energy: -0.31536 hartree
* LUMO: -3.61 eV
* orbital gap: 5.0 eV

---

(4)
The following is a DFT calculation (ωB97M-V/def2-TZVPD) of a structure of composition CGaNO4S2 at a distorted geometry.

The geometry in XYZ format:
```
9
Properties=species:S:1:pos:R:3:nbo_charge:R:1
O -2.469 -1.109 -0.298 -0.795
C -2.560 0.089 0.064 1.039
O -3.380 0.753 0.634 -0.493
Ga -0.831 -1.073 -1.160 1.634
N 1.543 -0.606 -1.987 -0.985
S 1.259 -2.033 -1.026 0.012
S 1.387 0.828 -1.289 1.492
O -0.920 0.671 -0.538 -1.106
O 1.108 1.788 -2.413 -0.798
```

Summary:
* HOMO energy: -0.35706 hartree
* LUMO: -2.46 eV
* orbital gap: 7.3 eV

---

(5)
The following is a DFT calculation (ωB97M-V/def2-TZVPD) of the molecule C3H6Cl2O at a distorted geometry.

The geometry in XYZ format:
```
12
Properties=species:S:1:pos:R:3:nbo_charge:R:1
C 1.073 0.174 -0.169 -0.647
C -0.274 0.257 0.454 0.383
O -0.214 0.104 1.794 -0.678
Cl -1.034 2.020 0.100 -0.203
C -1.337 -0.567 -0.224 -0.448
Cl -1.153 -2.342 -0.270 -0.062
H 1.351 -0.806 0.012 0.230
H 0.831 0.370 -1.309 0.223
H 1.713 0.878 0.315 0.241
H -0.971 -0.387 2.099 0.483
H -1.335 -0.202 -1.296 0.246
H -2.303 -0.458 0.253 0.232
```

Summary:
* HOMO energy: -0.39770 hartree
* structure (SMILES): C[C@@](O)(Cl)CCl
* LUMO: 0.63 eV
* orbital gap: 11.5 eV

---

(6)
The following is a DFT calculation (ωB97M-V/def2-TZVPD) of a cluster of 2 separate species, H4O2 in total at a distorted geometry.

The geometry in XYZ format:
```
6
Properties=species:S:1:pos:R:3:nbo_charge:R:1
O 1.769 0.026 -0.114 -0.933
H 0.930 -0.391 -0.006 0.460
H 1.605 0.952 0.135 0.471
O -1.327 0.227 -0.074 -0.920
H -1.988 -0.343 -0.472 0.468
H -0.990 -0.472 0.531 0.453
```

Summary:
* HOMO energy: -0.41802 hartree
* structure (SMILES): O.O
* LUMO: 0.57 eV
* orbital gap: 11.9 eV

---

(7)
The following is a DFT calculation (ωB97M-V/def2-TZVPD) of a cluster of 5 separate species, C48H57BN3O11P2S2 in total at a distorted geometry.

The geometry in XYZ format:
```
124
Properties=species:S:1:pos:R:3:mulliken_charge:R:1
C 2.087 0.005 -5.302 -0.777
C 2.299 -1.248 -4.311 -0.026
P 0.684 -2.077 -3.595 0.119
C 1.419 -3.016 -2.091 -0.432
P -0.852 -0.590 -3.044 0.498
C -1.491 -1.654 -1.536 -0.687
C -3.014 -1.627 -1.118 0.126
C -3.440 -2.975 -0.220 -0.490
S -2.018 -3.727 0.733 -0.178
C -1.460 -2.613 2.152 0.185
S -2.535 -1.512 2.944 -0.218
N 0.003 -2.701 2.635 0.184
C 1.024 -3.737 2.131 -0.211
C 2.400 -3.440 2.994 -0.120
N 2.173 -2.255 3.915 -0.579
C 0.714 -1.853 3.677 -0.114
C -2.214 0.758 -2.904 -0.976
C -1.817 2.145 -2.144 -0.036
C -3.077 3.178 -2.575 -0.931
O -1.896 2.135 -0.676 0.025
C -1.318 3.373 -0.124 -0.806
C -2.409 4.270 0.772 0.599
C -2.963 5.694 0.140 -0.335
C -4.010 6.589 1.091 -0.541
C -4.441 5.967 2.581 -0.397
C -3.872 4.511 3.156 -0.659
C -2.832 3.636 2.223 -0.199
N 0.166 0.427 -2.064 -0.082
C 1.237 0.228 -1.459 0.306
C 2.548 1.148 -1.991 -1.228
C 1.669 -0.453 0.009 -0.420
B -1.959 -1.537 -4.252 1.502
O -3.400 -1.300 -4.461 -0.713
O -1.392 -2.589 -5.174 -0.400
C -1.578 -1.936 -6.513 -0.550
H 3.161 0.392 -5.651 0.270
H 1.450 -0.282 -6.252 0.180
H 1.554 0.933 -4.819 0.031
H 3.133 -1.111 -3.467 -0.154
H 2.750 -2.127 -4.988 0.446
H 2.423 -2.486 -1.720 -0.028
H 1.805 -4.056 -2.538 0.384
H 0.686 -3.296 -1.240 -0.051
H -0.400 0.170 -4.218 -0.235
H -0.831 -1.458 -0.594 -0.551
H -1.305 -2.770 -1.929 0.368
H -3.199 -0.719 -0.364 -0.127
H -3.850 -1.535 -1.925 0.295
H -4.249 -2.601 0.556 0.252
H -3.885 -3.782 -0.946 0.375
H 0.823 -4.565 1.313 0.256
H 3.391 -4.064 2.888 0.268
H 0.172 -0.972 4.256 0.270
H -3.275 0.467 -2.596 0.268
H -2.378 1.130 -4.037 0.216
H -0.887 2.725 -2.588 0.099
H -3.237 3.137 -3.756 0.407
H -2.766 4.277 -2.328 0.152
H -4.082 2.869 -2.059 0.122
H -0.908 4.127 -0.926 0.387
H -0.404 3.062 0.559 0.271
H -2.614 6.062 -0.940 0.226
H -4.468 7.607 0.718 0.270
H -5.189 6.555 3.301 0.313
H -4.179 4.046 4.188 0.548
H -2.369 2.581 2.535 0.359
H 2.290 1.770 -2.947 0.152
H 3.529 0.514 -2.060 0.154
H 2.723 1.922 -1.098 0.384
H 2.847 -0.640 0.079 0.224
H 1.390 0.248 0.924 0.196
H 1.174 -1.486 0.212 -0.180
H -3.834 -2.208 -4.573 0.279
H -0.604 -2.052 -7.188 0.214
H -2.564 -2.266 -7.046 0.228
H -1.679 -0.760 -6.340 0.142
C 6.033 -5.792 -0.402 -0.469
C 5.331 -5.359 0.650 -0.121
C 5.293 -6.123 1.912 0.491
O 4.649 -5.728 2.875 -0.582
C 6.061 -7.382 1.968 -0.459
C 6.762 -7.816 0.916 -0.512
C 6.801 -7.052 -0.346 0.352
O 7.445 -7.446 -1.309 -0.582
H 6.071 -5.244 -1.336 0.432
H 4.764 -4.436 0.625 0.555
H 6.022 -7.930 2.902 0.432
H 7.330 -8.738 0.941 0.409
C -5.822 1.513 1.730 -0.097
C -6.558 2.350 2.468 -0.211
C -7.912 1.978 2.926 0.231
O -8.587 2.744 3.599 -0.598
C -8.419 0.647 2.538 -0.493
C -7.683 -0.189 1.800 -0.439
C -6.329 0.182 1.342 -0.020
O -5.654 -0.584 0.669 -0.372
H -4.828 1.770 1.385 0.555
H -6.200 3.329 2.761 0.598
H -9.413 0.390 2.882 0.384
H -8.041 -1.169 1.507 0.430
C 9.650 -3.361 -1.014 -0.298
C 10.714 -2.841 -1.633 -0.387
C 10.563 -1.831 -2.699 0.353
O 11.536 -1.356 -3.267 -0.563
C 9.190 -1.418 -3.054 -0.406
C 8.126 -1.939 -2.436 -0.393
C 8.277 -2.948 -1.369 0.324
O 7.304 -3.424 -0.801 -0.452
H 9.743 -4.103 -0.231 0.425
H 11.727 -3.132 -1.384 0.396
H 9.097 -0.676 -3.838 0.411
H 7.113 -1.647 -2.685 0.575
C -3.934 6.305 7.830 -0.376
C -3.597 7.555 8.160 -0.370
C -2.699 8.357 7.306 0.364
O -2.388 9.501 7.608 -0.568
C -2.189 7.725 6.073 -0.400
C -2.526 6.474 5.743 -0.245
C -3.424 5.672 6.597 0.413
O -3.735 4.528 6.295 -0.567
H -4.591 5.703 8.446 0.419
H -3.963 8.034 9.060 0.395
H -1.532 8.327 5.457 0.430
H -2.160 5.996 4.843 0.490
```

Summary:
* HOMO energy: -0.12495 hartree
* charge: -1
* LUMO: -0.48 eV
* orbital gap: 2.9 eV

---

(8)
The following is a DFT calculation (ωB97M-V/def2-TZVPD) of a structure of composition C19H20B2BrCdF4IN5O4.

The geometry in XYZ format:
```
57
Properties=species:S:1:pos:R:3:nbo_charge:R:1
Cd -0.653 -0.522 -0.778 1.688
C -2.921 -0.937 2.997 -0.694
C -2.473 -0.714 1.596 0.318
N -1.656 -1.466 0.960 -0.313
O -0.938 -2.401 1.691 -0.584
B 0.199 -1.815 2.475 1.250
F 0.356 -2.503 3.623 -0.499
F 0.043 -0.446 2.599 -0.544
O 1.573 -2.052 1.736 -0.502
N 1.856 -1.166 0.761 -0.033
C 2.166 0.060 1.063 0.410
C 2.547 0.435 2.446 -0.688
C 1.950 1.201 0.109 0.233
N 0.855 1.072 -0.540 -0.243
O 0.346 2.134 -1.213 -0.566
B -0.775 2.896 -0.414 1.259
F -0.907 4.072 -1.056 -0.503
F -0.331 2.930 0.885 -0.541
O -2.121 2.218 -0.465 -0.537
N -2.043 0.984 0.079 -0.251
C -2.892 0.581 0.941 0.232
C -4.035 1.388 1.447 -0.691
C 2.745 2.458 0.149 -0.698
H -2.364 -1.739 3.471 0.269
H -3.982 -1.198 2.983 0.255
H -2.818 -0.022 3.577 0.252
H 2.770 -0.445 3.042 0.274
H 1.728 0.986 2.912 0.293
H 3.410 1.097 2.394 0.249
H -4.241 2.199 0.755 0.268
H -3.787 1.820 2.418 0.254
H -4.923 0.769 1.572 0.241
H 3.712 2.314 0.623 0.234
H 2.182 3.223 0.688 0.286
H 2.884 2.823 -0.868 0.267
Br 1.509 -3.654 -4.772 0.133
C 1.664 -2.916 -3.052 -0.080
C 0.888 -3.415 -2.021 -0.224
C 0.962 -2.837 -0.758 -0.274
C 1.820 -1.761 -0.562 0.124
C 2.660 -1.307 -1.575 -0.220
C 2.565 -1.876 -2.831 -0.202
H 0.227 -4.252 -2.192 0.250
H 0.367 -3.215 0.065 0.292
H 3.383 -0.526 -1.396 0.240
H 3.199 -1.526 -3.633 0.251
I -2.576 -3.988 -5.404 0.246
C -1.840 -2.164 -4.770 -0.198
C -1.601 -1.121 -5.657 -0.158
C -1.102 0.074 -5.166 -0.225
C -0.846 0.194 -3.813 0.052
N -1.070 -0.817 -2.966 -0.609
C -1.565 -1.969 -3.428 0.005
H -1.802 -1.243 -6.712 0.248
H -0.910 0.910 -5.823 0.250
H -0.456 1.110 -3.380 0.239
H -1.738 -2.755 -2.705 0.218
```

Summary:
* HOMO energy: -0.44899 hartree
* charge: +1
* LUMO: -4.35 eV
* orbital gap: 7.9 eV

---

(9)
The following is a DFT calculation (ωB97M-V/def2-TZVPD) of a structure of composition C31H35Cl9N5O2V at a distorted geometry.

The geometry in XYZ format:
```
83
Properties=species:S:1:pos:R:3:mulliken_spin:R:1
O -0.994 19.144 -14.366 -0.192
V -1.644 18.844 -12.970 1.144
C -5.434 18.801 -14.885 -0.006
C -4.697 17.743 -14.064 0.004
C -4.653 16.408 -14.778 -0.002
O -3.447 18.208 -13.668 0.054
H -6.482 18.536 -15.034 0.001
H -4.982 18.966 -15.866 0.002
H -5.394 19.745 -14.331 0.003
H -5.335 17.592 -13.179 0.002
H -4.237 15.603 -14.168 -0.002
H -4.147 16.385 -15.747 0.002
H -5.666 16.048 -14.996 0.006
N -2.324 18.600 -10.803 -0.009
C -1.546 18.150 -9.800 0.000
C -1.972 17.937 -8.504 0.000
C -3.295 18.206 -8.189 0.002
C -4.153 18.543 -9.227 0.000
C -3.625 18.724 -10.506 0.006
H -0.525 17.881 -10.053 -0.002
H -1.274 17.452 -7.835 0.000
H -3.635 18.171 -7.163 0.000
H -5.216 18.689 -9.113 0.000
H -4.284 18.993 -11.322 0.002
N -4.397 19.110 -20.410 0.000
C -4.005 17.875 -20.084 0.000
C -3.307 17.564 -18.916 0.000
C -3.105 18.616 -18.036 0.001
C -3.468 19.907 -18.378 0.000
C -4.097 20.122 -19.587 0.000
H -4.268 17.105 -20.797 0.000
H -3.020 16.572 -18.594 0.000
H -2.560 18.531 -17.103 -0.001
H -3.232 20.709 -17.690 0.000
H -4.527 21.066 -19.897 0.000
N -2.205 20.940 -12.492 -0.018
C -1.881 21.593 -11.358 -0.005
C -2.342 22.849 -10.987 -0.001
C -3.131 23.517 -11.897 0.001
C -3.438 22.916 -13.101 -0.002
C -2.981 21.639 -13.354 0.008
H -1.259 21.049 -10.657 -0.001
H -2.031 23.318 -10.066 0.000
H -3.524 24.481 -11.593 0.000
H -4.041 23.440 -13.828 0.000
H -3.148 21.236 -14.344 0.004
N -7.308 17.909 -17.808 0.000
C -8.463 18.476 -18.147 0.000
C -8.638 19.123 -19.366 0.000
C -7.577 19.137 -20.254 0.000
C -6.358 18.578 -19.902 0.000
C -6.284 17.965 -18.643 0.000
H -9.271 18.366 -17.433 0.000
H -9.627 19.476 -19.625 0.000
H -7.707 19.553 -21.245 0.000
H -5.481 18.630 -20.528 0.000
H -5.400 17.405 -18.355 0.000
N -7.421 13.646 -14.951 0.000
C -7.938 14.751 -15.492 0.002
C -9.166 14.776 -16.139 0.000
C -9.929 13.617 -16.145 0.000
C -9.407 12.457 -15.588 0.000
C -8.136 12.522 -15.040 0.000
H -7.266 15.601 -15.542 0.000
H -9.548 15.638 -16.668 0.000
H -10.857 13.609 -16.703 0.000
H -9.975 11.541 -15.665 0.000
H -7.693 11.616 -14.645 0.000
C -1.866 13.291 -15.954 0.000
Cl -2.642 12.864 -17.464 0.000
Cl -2.927 13.097 -14.550 0.000
Cl -1.190 14.947 -16.096 0.000
H -1.003 12.651 -15.826 0.000
C -6.518 14.662 -11.945 0.000
Cl -7.972 15.648 -12.113 0.000
Cl -6.895 13.140 -11.104 0.000
Cl -5.284 15.585 -11.023 0.000
H -6.121 14.394 -12.917 0.000
C -7.642 20.049 -14.134 0.001
Cl -8.610 21.305 -14.899 0.000
Cl -8.341 18.448 -14.340 0.000
Cl -7.336 20.440 -12.413 0.000
H -6.631 20.075 -14.517 0.000
```

Summary:
* HOMO energy (alpha / beta): -0.36474 / -0.36474 hartree
* charge: +1
* LUMO (alpha / beta): -4.32 / -4.18 eV
* ⟨S²⟩: 0.771
* spin multiplicity: 2
* orbital gap (alpha / beta): 5.6 / 5.7 eV

---

Molecular weight for every record listed, in sequence, given in g/mol: 193.75; 144.95; 806.87; 223.87; 128.99; 36.03; 988.89; 799.24; 879.67.